Entry 1:
The following is a DFT calculation (the ωB97M-V functional and the def2-TZVPD basis) of the molecule C16H21N3O4S.

The geometry in XYZ format:
```
45
Properties=species:S:1:pos:R:3:forces:R:3
C 4.522532 2.732294 -1.299339 -0.28 -0.04 0.35
C 4.106259 2.867464 0.159519 0.56 0.20 -0.20
O 2.716195 2.656155 0.354729 -0.20 -0.17 0.11
C 2.112421 1.462827 0.148119 -0.15 -0.28 -0.04
C 0.719575 1.548571 0.072106 -0.14 -0.17 0.00
C -0.067254 0.423659 -0.086211 0.66 0.27 -0.06
C -1.533893 0.612833 -0.141692 -0.07 -0.32 0.11
O -2.073826 1.640169 -0.494937 0.20 0.21 -0.03
N -2.280259 -0.472631 0.255720 0.44 -0.14 0.02
C -3.646202 -0.456171 0.262791 -0.80 0.72 -0.30
N -4.363885 -1.460013 0.644494 1.64 -0.37 0.12
N -5.669726 -1.220832 0.562273 -1.48 -0.19 0.09
C -5.969253 -0.052749 0.124579 0.68 0.61 -0.25
C -7.351041 0.441985 -0.055377 -0.13 0.12 -0.05
S -4.557783 0.938462 -0.254253 -0.53 -0.84 0.33
C 0.531498 -0.828615 -0.225528 0.02 -0.13 0.00
C 1.911480 -0.935630 -0.177521 0.00 0.08 0.06
O 2.588976 -2.103926 -0.332429 0.17 0.31 -0.03
C 1.877229 -3.290311 -0.627695 -0.13 -0.39 -0.09
C 2.899244 -4.402461 -0.804135 -0.20 0.40 0.07
C 2.717477 0.203369 0.048128 0.20 -0.01 0.07
O 4.087364 0.070857 0.090609 -0.43 0.05 -0.31
C 4.619984 -0.680760 1.175298 0.28 -0.22 0.46
C 6.131071 -0.705672 1.018088 -0.45 0.09 -0.05
H 3.888300 3.355452 -1.925407 -0.01 0.09 -0.08
H 5.555216 3.050266 -1.412563 0.13 0.02 -0.04
H 4.436370 1.698697 -1.621832 0.05 -0.05 -0.08
H 4.700547 2.203770 0.792470 -0.10 0.12 -0.02
H 4.249911 3.898036 0.498379 0.01 -0.17 -0.03
H 0.259016 2.519354 0.157333 -0.04 0.11 0.00
H -1.844104 -1.308776 0.614910 -0.01 0.12 0.01
H -7.525200 0.699931 -1.098877 -0.11 0.02 -0.04
H -7.511999 1.335890 0.545077 -0.11 0.04 0.02
H -8.050996 -0.331167 0.248893 -0.02 -0.02 0.01
H -0.068849 -1.701747 -0.422786 -0.01 -0.11 -0.03
H 1.295572 -3.160690 -1.550120 0.01 0.04 0.13
H 1.189959 -3.534188 0.194711 0.03 0.09 -0.12
H 2.393865 -5.331037 -1.052790 -0.03 -0.11 -0.02
H 3.589875 -4.145769 -1.602488 0.07 -0.02 -0.09
H 3.465447 -4.539708 0.113172 0.05 -0.06 0.08
H 4.221035 -1.699930 1.166219 0.01 0.19 0.02
H 4.337020 -0.201410 2.125096 0.00 -0.05 -0.15
H 6.393084 -1.171885 0.072559 0.07 -0.07 -0.08
H 6.530070 0.305489 1.026289 0.09 0.09 0.02
H 6.576386 -1.270858 1.831943 0.07 -0.05 0.07
```
Positions in Å, forces in eV/Å.

Computed properties:
**HOMO level**: -8.71 eV
**SMILES**: CCOc1cc(C(=O)Nc2nnc(C)s2)cc(OCC)c1OCC
**Net charge**: 0

Results of the Löwdin charge analysis, in e, for atoms 1 through 6:
1. C -0.052
2. C -0.223
3. O -0.022
4. C -0.174
5. C 0.072
6. C -0.130

---

Entry 2:
The following is a DFT calculation (the ωB97M-V functional and the def2-TZVPD basis) of the molecule C16H21N3O4S2.

The geometry in XYZ format:
```
46
Properties=species:S:1:pos:R:3:forces:R:3
C -1.099883 2.666159 3.390760 0.15 -0.37 -0.10
C -1.115677 1.144042 3.361199 -0.57 0.32 0.00
O 0.146073 0.613015 2.966243 0.30 -0.10 0.00
C 0.412196 0.571920 1.658534 -0.10 0.00 -0.30
O -0.393030 0.955000 0.816041 -0.07 0.09 0.20
C 1.713887 0.017078 1.332176 0.20 -0.08 -0.41
C 2.081248 -0.151257 0.006852 0.06 -0.06 0.19
N 1.318798 0.214187 -1.069476 -0.11 0.32 0.15
C 1.627007 -0.170587 -2.334889 -0.31 0.43 -0.21
O 2.672682 -0.719774 -2.606085 0.07 -0.14 -0.33
C 0.548263 0.162798 -3.351574 0.21 -0.18 0.07
C -0.467946 -0.987008 -3.462111 -0.06 0.13 -0.27
S -1.882317 -0.462398 -4.471501 -0.17 -0.04 0.13
C -2.914300 -0.263221 -3.007406 -0.04 0.20 -0.92
N -4.057726 0.235720 -2.936979 0.04 -0.15 0.71
C -4.739792 0.761688 -4.073458 0.08 0.02 -0.28
N -2.269191 -0.796562 -1.917616 0.07 -0.10 0.57
C -2.892336 -0.826290 -0.611535 -0.08 -0.05 0.36
C -1.029838 -1.328472 -2.092714 0.05 -0.31 -0.27
O -0.432105 -1.950466 -1.247711 0.04 -0.10 0.02
S 3.608758 -0.893616 -0.182279 0.04 -0.01 0.78
C 3.799473 -0.971657 1.553450 -0.35 0.19 -0.23
C 5.045614 -1.565772 2.116340 -0.04 0.01 0.05
C 2.729975 -0.465135 2.223226 0.24 -0.09 -0.11
C 2.629358 -0.415105 3.711875 0.06 -0.05 -0.02
H -0.935948 3.055886 2.389152 -0.02 0.06 -0.04
H -2.052865 3.033675 3.760170 -0.10 0.07 0.05
H -0.304633 3.020839 4.041947 0.03 0.06 0.08
H -1.888638 0.787025 2.672117 0.12 -0.01 0.18
H -1.292036 0.734335 4.358006 0.02 0.01 -0.14
H 0.419181 0.616466 -0.791100 0.21 -0.11 -0.22
H 1.014992 0.313898 -4.326045 -0.01 0.04 0.13
H 0.029849 1.077679 -3.055371 0.00 -0.03 -0.05
H 0.000487 -1.862502 -3.914628 -0.06 0.03 0.18
H -4.139112 0.706527 -4.988957 -0.16 0.12 -0.11
H -5.663526 0.198546 -4.211201 -0.03 0.08 -0.12
H -5.001440 1.799755 -3.865881 -0.05 0.01 -0.16
H -2.721527 -1.806220 -0.166698 -0.02 0.06 -0.01
H -3.953495 -0.630331 -0.732454 0.05 -0.03 0.00
H -2.435746 -0.064540 0.022925 -0.08 -0.07 0.02
H 5.700945 -1.877054 1.307613 0.17 -0.08 0.03
H 4.818115 -2.436095 2.731494 0.08 -0.07 0.02
H 5.577686 -0.841469 2.732942 0.10 -0.02 0.02
H 1.792189 -1.021251 4.052389 -0.02 -0.01 0.13
H 2.453706 0.605753 4.044409 0.01 0.01 0.13
H 3.542627 -0.785208 4.167808 0.07 -0.03 0.08
```
Positions in Å, forces in eV/Å.

Computed properties:
**HOMO level**: -7.86 eV
**SMILES**: CCOC(=O)c1c(NC(=O)C[C@@H]2S/C(=N\C)N(C)C2=O)sc(C)c1C
**Net charge**: 0

Results of the Löwdin charge analysis, in e, for atoms 1 through 6:
1. C -0.057
2. C -0.206
3. O -0.006
4. C -0.406
5. O 0.057
6. C -0.102

---

Entry 3:
The following is a DFT calculation (the ωB97M-V functional and the def2-TZVPD basis) of a structure of composition C16H21N6O4PPdS.

The geometry in XYZ format:
```
50
Properties=species:S:1:pos:R:3:forces:R:3
Pd -0.670515 -0.649007 -0.493569 0.33 0.18 -0.09
O 1.353374 1.011296 2.177123 0.23 0.15 0.03
S 1.176491 0.914582 0.622002 -0.18 -0.19 -0.17
O 2.136066 1.793510 0.087393 -0.02 -0.07 -0.04
O 1.285277 -0.538045 0.261525 -0.13 0.10 0.07
O -0.264062 1.216801 0.332751 -0.04 0.00 0.11
N -2.978545 -2.616781 -1.498827 -0.11 -0.03 0.03
C -3.364908 -1.290100 -1.525653 -0.03 0.12 -0.05
C -4.674561 -0.984459 -1.910505 0.03 -0.04 0.01
C -5.072341 0.328047 -1.956454 -0.02 0.03 0.00
C -4.164233 1.334564 -1.625609 0.02 0.00 0.00
C -2.901781 0.970609 -1.246307 -0.02 0.00 0.00
N -2.511148 -0.324920 -1.182823 0.01 -0.11 0.05
C -1.720708 -3.172377 -1.621376 0.13 -0.08 -0.07
C -1.613271 -4.486260 -2.089559 0.00 0.03 0.01
C -0.368842 -5.049369 -2.229087 -0.01 0.00 0.00
C 0.764434 -4.301513 -1.908237 0.01 0.03 0.00
C 0.591063 -3.025956 -1.445769 0.00 -0.03 0.00
N -0.635856 -2.473047 -1.290925 -0.06 0.00 0.07
H -3.720713 -3.254617 -1.741133 -0.01 0.01 0.01
H -5.349694 -1.784112 -2.183870 0.00 0.00 0.00
H -6.079760 0.576310 -2.261861 0.00 0.00 0.00
H -4.433424 2.379141 -1.665026 0.00 0.00 0.00
H -2.152191 1.698899 -0.970863 0.00 0.00 0.00
H -2.508481 -5.033702 -2.351858 0.00 0.00 0.00
H -0.272407 -6.060864 -2.599675 0.00 0.00 0.00
H 1.760592 -4.701885 -2.020067 0.00 0.00 0.00
H 1.425155 -2.395392 -1.172340 0.00 0.00 0.00
C 1.468603 -0.510110 6.743370 0.00 -0.03 0.04
N 0.008333 -0.089978 6.773858 0.04 0.03 -0.05
C -0.136446 1.422072 6.735725 -0.03 0.01 0.01
N 0.640001 1.986492 5.696000 -0.03 0.00 0.00
C 2.037564 1.592158 5.805852 0.04 0.00 -0.02
N 2.171087 0.144314 5.704222 -0.03 -0.01 -0.01
C 1.946460 -0.362191 4.353949 0.05 0.05 -0.06
P 0.451388 0.264322 3.395421 -0.18 -0.14 0.08
C -0.963227 -0.896854 6.818157 -0.03 -0.03 0.02
C 0.106574 1.853930 4.343370 0.04 0.03 0.00
H 1.497698 -1.594097 6.647493 0.00 0.00 -0.01
H 1.861582 -0.209376 7.716437 0.01 -0.01 0.00
H 0.226549 1.759030 7.708477 0.00 0.01 0.00
H -1.196011 1.649943 6.633200 0.00 0.00 0.00
H 2.431343 1.922256 6.768463 0.00 0.01 -0.01
H 2.611988 2.065127 5.011257 0.00 0.01 0.01
H 1.905053 -1.450851 4.389105 0.01 -0.02 -0.02
H 2.808915 -0.094805 3.737049 -0.01 -0.02 0.04
H -0.779902 -1.966400 6.846966 0.01 0.00 0.00
H -1.981237 -0.520855 6.841314 0.00 0.01 0.00
H -0.971138 2.016352 4.373450 -0.01 0.01 -0.02
H 0.531513 2.649468 3.725863 -0.02 0.00 0.03
```
Positions in Å, forces in eV/Å.

Computed properties:
**HOMO level**: -14.06 eV
**Net charge**: +2

Results of the Löwdin charge analysis, in e, for atoms 1 through 6:
1. Pd 1.038
2. O -0.498
3. S 0.415
4. O -0.177
5. O -0.403
6. O -0.411

---

Entry 4:
The following is a DFT calculation (the ωB97M-V functional and the def2-TZVPD basis) of a structure of composition C16H21N6PPrS2.

The geometry in XYZ format:
```
47
Properties=species:S:1:pos:R:3:forces:R:3
Pr -1.583249 -1.379967 0.478184 0.74 -0.32 -0.29
C 2.508095 1.350483 -1.367212 -0.08 -0.06 -0.03
N 1.281859 0.642838 -1.712245 0.22 0.04 0.05
C 1.208031 -0.387643 -2.610625 0.05 0.09 0.01
C -0.055235 -0.881559 -2.519876 -0.09 0.07 -0.04
N -0.753240 -0.177033 -1.572096 0.05 -0.26 -0.15
C 0.094713 0.718875 -1.074692 -0.01 0.20 -0.20
P -0.288129 2.006656 0.173283 -0.03 -0.16 0.07
C -0.134430 1.107610 1.768041 -0.08 0.00 0.12
N -1.040102 0.291821 2.303197 0.03 -0.17 0.23
C -0.551035 -0.088209 3.526818 -0.07 0.08 -0.07
C 0.652243 0.508509 3.735643 0.08 0.08 -0.07
N 0.901494 1.267097 2.621838 0.22 0.12 0.01
C 2.135241 2.007454 2.372877 -0.09 -0.06 0.05
C -2.098008 1.947810 0.031629 -0.11 0.23 -0.06
N -2.882749 0.883892 0.109958 -0.23 -0.07 0.01
C -4.161555 1.328974 -0.073331 0.01 -0.09 0.02
C -4.149269 2.679259 -0.265535 0.06 0.03 0.00
N -2.840031 3.061918 -0.198336 0.02 0.13 -0.01
C -2.353818 4.433977 -0.350815 -0.05 -0.10 0.01
H 3.115146 1.472542 -2.259967 -0.01 -0.01 -0.02
H 2.266433 2.335006 -0.973671 -0.02 0.02 0.01
H 3.060739 0.776699 -0.623519 0.00 -0.01 0.00
H 2.043071 -0.668530 -3.230691 -0.03 0.04 0.03
H -0.508008 -1.676754 -3.088587 0.01 -0.03 0.05
H -1.092690 -0.755256 4.175586 0.02 -0.02 -0.01
H 1.344895 0.452381 4.558733 -0.02 0.03 -0.05
H 2.569837 2.297600 3.324876 -0.01 0.00 0.02
H 2.842242 1.380547 1.831874 0.00 -0.02 0.00
H 1.918126 2.905220 1.798807 -0.02 0.00 -0.01
H -5.010635 0.665567 -0.058163 0.03 0.02 0.00
H -4.946319 3.382186 -0.440595 0.06 -0.01 0.01
H -3.207130 5.076920 -0.542628 -0.02 0.00 0.00
H -1.858771 4.768392 0.557415 0.01 -0.02 0.03
H -1.665926 4.504261 -1.189303 0.02 -0.02 -0.02
C 0.368961 -5.281788 -1.177938 0.02 0.15 -0.06
C 0.141493 -4.035446 -0.343467 -0.21 -0.07 0.00
S -1.414371 -4.047599 0.526467 -0.06 0.24 0.15
C 1.110132 -3.099074 -0.254143 0.01 0.02 0.05
C 2.410149 -3.282901 -1.007151 -0.06 0.02 0.00
S 1.064018 -1.665992 0.796041 -0.28 -0.15 0.18
H -0.503510 -5.927895 -1.153140 -0.01 0.00 0.01
H 1.222552 -5.846334 -0.793886 -0.01 0.01 -0.01
H 0.583677 -5.042469 -2.222785 -0.01 0.01 0.01
H 3.006244 -4.081661 -0.556620 -0.02 0.01 0.00
H 3.005796 -2.371798 -0.978983 -0.01 -0.01 0.00
H 2.243020 -3.556584 -2.051269 0.00 0.00 0.01
```
Positions in Å, forces in eV/Å.

Computed properties:
**HOMO level (alpha / beta)**: -9.44 / -9.43 eV
**Spin multiplicity**: 3
**Expectation value of S²**: 2.0045
**Net charge**: +1

Results of the Löwdin charge analysis, in e, for atoms 1 through 6:
1. Pr 0.777
2. C -0.007
3. N -0.109
4. C -0.032
5. C -0.096
6. N -0.071

---

Entry 5:
The following is a DFT calculation (the ωB97M-V functional and the def2-TZVPD basis) of a cluster of 3 separate species, C16H21NO10 in total.

The geometry in XYZ format:
```
48
Properties=species:S:1:pos:R:3:forces:R:3
C -1.157612 -1.842249 -2.091258 0.26 -0.38 0.12
N -1.765196 -0.524960 -1.857535 -0.86 -0.28 -0.72
C -2.043495 0.205587 -3.102770 0.41 0.04 -0.13
C -2.782259 -0.579656 -0.922506 0.14 0.04 0.28
O -2.818593 -1.431856 -0.068366 0.04 -0.12 0.26
C -3.891423 0.471020 -0.994668 0.17 0.28 -0.46
C -5.118328 -0.034520 -1.702974 0.04 0.18 0.23
C -5.965004 0.682569 -2.437405 0.01 -0.05 -0.17
C -6.719957 -0.271999 -3.286267 0.79 0.05 -0.22
O -7.096529 -0.091753 -4.397598 -0.78 0.06 -0.01
O -6.621939 -1.517313 -2.714010 0.15 -0.13 -0.03
C -5.669769 -1.434163 -1.695611 -0.74 0.37 0.35
O -5.555781 -2.282320 -0.884471 0.39 -0.43 -0.06
H -1.912428 -2.606771 -2.307414 -0.08 0.13 0.03
H -0.600814 -2.191493 -1.227498 -0.09 0.16 0.06
H -0.477265 -1.808161 -2.937110 0.01 0.22 0.07
H -3.022929 -0.022073 -3.533591 -0.03 0.06 0.06
H -1.924650 1.282064 -2.972668 -0.16 -0.03 0.05
H -1.305742 -0.091271 -3.846334 0.02 0.00 0.09
H -3.555195 1.304146 -1.609214 -0.03 0.21 0.26
H -4.104092 0.857026 0.001755 -0.05 -0.30 0.09
H -6.022037 1.751098 -2.581426 0.21 -0.04 -0.14
C 4.681721 -0.089980 -0.841011 0.31 -0.17 -0.38
C 3.251485 -0.535599 -0.961420 0.08 0.07 0.14
C 2.735099 -1.399289 0.170036 -0.06 0.05 0.05
O 1.760044 -2.219617 -0.490834 0.06 -0.07 0.04
C 2.103462 -2.308543 -1.794408 0.14 -0.06 -0.10
O 1.610597 -3.061235 -2.574214 0.06 -0.01 0.03
O 3.082360 -1.427893 -2.089255 -0.09 0.10 0.04
H 4.935510 0.587085 -1.656578 0.00 0.02 0.02
H 4.851920 0.427401 0.097554 -0.09 0.00 0.01
H 5.349777 -0.950621 -0.911075 -0.04 -0.03 0.07
H 2.593560 0.322054 -1.118768 -0.04 -0.02 0.02
H 2.265940 -0.837281 0.971126 -0.07 -0.04 -0.07
H 3.512609 -2.047620 0.582015 0.05 0.02 -0.02
C 3.100202 2.781200 5.819200 0.14 0.17 -0.10
C 2.496250 2.164733 4.584725 0.03 -0.05 0.18
C 2.659723 0.661787 4.464591 -0.05 -0.02 0.02
O 2.699971 0.473263 3.043083 0.04 -0.06 0.05
C 3.146212 1.620355 2.482986 0.02 0.16 0.04
O 3.469562 1.732113 1.342993 -0.12 0.00 0.06
O 3.176782 2.612721 3.393958 -0.08 0.00 -0.03
H 2.868230 3.843512 5.874718 -0.03 -0.01 0.01
H 2.708702 2.295306 6.713107 -0.02 -0.01 0.00
H 4.185400 2.678378 5.801530 -0.01 -0.10 0.03
H 1.444909 2.446425 4.485821 -0.01 -0.03 -0.04
H 1.836839 0.094762 4.890321 -0.05 -0.02 -0.11
H 3.604165 0.313633 4.888737 0.01 0.04 0.03
```
Positions in Å, forces in eV/Å.

Computed properties:
**HOMO level**: -9.49 eV
**SMILES**: CN(C)C(=O)CC1=CC(=O)OC1=O.C[C@@H]1COC(=O)O1.C[C@@H]1COC(=O)O1
**Net charge**: 0

Results of the Löwdin charge analysis, in e, for atoms 1 through 6:
1. C -0.044
2. N -0.115
3. C -0.057
4. C -0.471
5. O 0.095
6. C -0.028

---

In the order shown, the computed maximum force values come out to 1.7; 0.9; 0.4; 0.9; 1.2 eV Å⁻¹.